# 1
109
Properties=species:S:1:pos:R:3 method="wB97M-V/def2-TZVPD" total_charge=+1 multiplicity=5 mol_weight_g_mol=807.9 relative_energy_kcal_mol=5.21 orbital_gap_ev="6.42 / 6.52" homo_energy_ev="-9.57 / -9.82"
Cr -0.853 0.198 1.150
C 0.753 -1.427 2.107
C -0.660 -1.445 2.518
C -1.154 -2.718 1.938
C -0.122 -3.304 1.242
C 1.071 -2.525 1.358
C 2.447 -2.886 0.833
C 2.354 -3.891 -0.316
C 3.251 -3.517 1.979
C 3.191 -1.639 0.344
C -2.567 -3.302 1.945
C -2.722 -4.398 0.882
C -3.598 -2.209 1.626
C -2.899 -3.991 3.280
C -0.837 -1.000 4.008
C -0.291 -2.108 4.921
C -2.264 -0.655 4.446
C -0.003 0.265 4.282
H 1.466 -0.679 2.432
H -0.201 -4.206 0.652
H 1.899 -4.828 0.009
H 3.352 -4.121 -0.693
H 1.760 -3.494 -1.144
H 2.742 -4.401 2.367
H 3.370 -2.810 2.802
H 4.243 -3.815 1.634
H 2.662 -1.169 -0.487
H 4.193 -1.903 0.000
H 3.298 -0.899 1.140
H -2.502 -4.045 -0.127
H -3.753 -4.757 0.886
H -2.076 -5.252 1.087
H -3.463 -1.838 0.605
H -3.507 -1.359 2.295
H -4.616 -2.602 1.701
H -2.182 -4.791 3.471
H -3.896 -4.436 3.229
H -2.880 -3.326 4.138
H -0.907 -3.005 4.873
H -0.262 -1.773 5.961
H 0.720 -2.382 4.616
H -2.991 -1.430 4.232
H -2.610 0.267 3.974
H -2.277 -0.482 5.526
H 1.068 0.069 4.271
H -0.254 0.667 5.265
H -0.209 1.065 3.555
C 7.450 1.120 -9.711
O 7.168 2.124 -8.747
C 6.300 1.829 -7.758
C 5.657 0.602 -7.615
C 4.782 0.416 -6.555
C 4.533 1.429 -5.638
C 5.193 2.652 -5.789
C 6.064 2.851 -6.834
C 3.610 1.253 -4.518
N 3.507 2.050 -3.479
C 2.521 1.502 -2.706
C 2.015 0.359 -3.277
N 2.723 0.207 -4.444
C 0.977 -0.424 -2.691
C 0.428 -1.603 -3.224
C -0.556 -2.256 -2.531
C -0.979 -1.745 -1.298
N -0.466 -0.650 -0.768
C 0.484 0.026 -1.458
C 0.988 1.244 -0.854
N 0.412 1.628 0.313
C 0.857 2.726 0.906
C 1.881 3.513 0.376
C 2.457 3.145 -0.813
C 2.009 1.982 -1.458
H 8.161 1.561 -10.402
H 6.547 0.831 -10.253
H 7.897 0.240 -9.242
H 5.833 -0.207 -8.308
H 4.315 -0.556 -6.449
H 5.006 3.440 -5.073
H 6.580 3.792 -6.965
H 2.592 -0.497 -5.148
H 0.776 -1.994 -4.171
H -1.007 -3.162 -2.910
H -1.742 -2.246 -0.725
H 0.386 2.990 1.847
H 2.203 4.399 0.905
H 3.249 3.726 -1.266
C -2.818 3.310 0.336
As -2.637 2.012 1.772
C -2.390 3.206 3.288
C -4.502 1.430 1.994
C -5.441 2.547 2.330
C -5.705 2.866 3.660
C -6.551 3.917 3.983
C -7.149 4.662 2.977
C -6.905 4.344 1.648
C -6.058 3.293 1.328
H -3.493 4.108 0.641
H -3.212 2.821 -0.555
H -1.840 3.729 0.100
H -2.968 4.115 3.133
H -1.336 3.452 3.410
H -2.733 2.718 4.198
H -4.499 0.669 2.773
H -4.767 0.942 1.054
H -5.257 2.275 4.450
H -6.751 4.147 5.021
H -7.812 5.479 3.227
H -7.384 4.908 0.859
H -5.887 3.039 0.288

=====

# 2
119
Properties=species:S:1:pos:R:3 method="wB97M-V/def2-TZVPD" total_charge=-1 multiplicity=4 mol_weight_g_mol=988.2 relative_energy_kcal_mol=0.00 orbital_gap_ev="7.42 / 6.50" homo_energy_ev="-4.99 / -4.86"
Tc 0.496 -0.208 0.096
C -0.504 -2.876 3.293
C -0.507 -1.396 3.658
C -0.860 -1.221 5.132
C 0.816 -0.770 3.337
C 1.764 -0.481 4.316
C 2.826 0.068 3.642
N 2.533 0.113 2.345
N 1.293 -0.405 2.112
B 3.424 0.940 1.387
N 2.799 2.333 1.230
C 3.321 3.491 1.670
C 2.457 4.503 1.335
C 1.400 3.857 0.663
N 1.613 2.543 0.613
C 0.218 4.542 0.045
C 0.690 5.567 -0.993
C -0.728 3.553 -0.600
N 3.639 0.294 0.029
C 4.822 0.169 -0.588
C 4.590 -0.110 -1.914
C 3.191 -0.119 -2.036
N 2.631 0.102 -0.846
C 2.400 -0.232 -3.301
C 2.113 1.179 -3.833
C 3.133 -1.065 -4.351
H -1.503 -3.302 3.399
H -0.189 -3.004 2.268
H 0.181 -3.423 3.949
H -1.274 -0.885 3.085
H -0.174 -1.786 5.768
H -0.833 -0.173 5.435
H -1.866 -1.603 5.310
H 1.680 -0.640 5.376
H 3.763 0.457 4.004
H 4.493 1.050 1.929
H 4.264 3.507 2.192
H 2.560 5.554 1.547
H -0.302 5.085 0.843
H 1.200 5.055 -1.812
H -0.164 6.107 -1.407
H 1.380 6.293 -0.560
H -0.228 3.053 -1.428
H -1.064 2.789 0.098
H -1.610 4.054 -1.001
H 5.742 0.294 -0.041
H 5.323 -0.278 -2.683
H 1.451 -0.705 -3.062
H 3.031 1.773 -3.842
H 1.715 1.132 -4.850
H 1.373 1.683 -3.216
H 4.021 -0.538 -4.710
H 3.445 -2.029 -3.946
H 2.482 -1.242 -5.209
C -4.092 -3.840 -5.522
C -3.446 -2.701 -4.776
C -2.945 -1.595 -5.452
C -2.331 -0.556 -4.764
C -2.207 -0.631 -3.388
C -2.704 -1.726 -2.694
C -3.320 -2.752 -3.389
S -1.547 0.753 -2.483
O -1.173 1.731 -3.477
O -2.588 1.110 -1.551
O -0.323 0.213 -1.797
H -4.462 -3.517 -6.495
H -4.927 -4.253 -4.953
H -3.374 -4.647 -5.687
H -3.046 -1.543 -6.531
H -1.943 0.316 -5.272
H -2.591 -1.776 -1.617
H -3.708 -3.607 -2.847
C -0.124 -4.163 -0.037
Si 0.655 -2.559 -0.738
C 0.153 -2.803 -2.566
C 2.508 -3.059 -0.587
C 3.150 -2.915 0.649
C 4.475 -3.283 0.834
C 5.204 -3.812 -0.222
C 4.589 -3.978 -1.453
C 3.261 -3.607 -1.626
H 0.052 -4.933 -0.794
H -1.200 -4.068 0.117
H 0.333 -4.511 0.890
H 0.907 -3.370 -3.114
H -0.025 -1.873 -3.103
H -0.776 -3.377 -2.602
H 2.598 -2.503 1.487
H 4.942 -3.150 1.804
H 6.243 -4.088 -0.087
H 5.147 -4.393 -2.286
H 2.808 -3.758 -2.598
Cl 0.526 4.594 4.950
C -0.972 4.596 4.064
C -1.816 5.674 4.215
C -3.021 5.717 3.521
C -3.367 4.663 2.674
C -2.527 3.586 2.523
C -1.281 3.501 3.210
C -0.443 2.404 3.026
H -1.529 6.483 4.873
H -3.678 6.568 3.640
H -4.300 4.699 2.125
H -2.783 2.769 1.860
H -0.717 1.614 2.341
H 0.503 2.320 3.542
O -2.414 0.421 1.203
B -1.497 -0.558 0.732
O -2.229 -1.785 0.663
C -3.505 -1.528 1.067
C -4.572 -2.392 1.166
C -5.787 -1.848 1.586
C -5.906 -0.497 1.887
C -4.815 0.368 1.788
C -3.620 -0.179 1.379
H -4.467 -3.442 0.925
H -6.654 -2.491 1.676
H -6.866 -0.106 2.200
H -4.901 1.424 2.012